Record 1
{
  "formula": "C47H130N4O16",
  "method": "ωB97M-V with the def2-TZVPD basis set",
  "molar_mass_g_mol": 1007.57,
  "largest_force_ev_per_a": 2.069,
  "total_energy_ha": -3291.443285,
  "symbols": ["C", "C", "C", "O", "H", "H", "H", "H", "H", "H", "H", "H", "C", "C", "C", "O", "H", "H", "H", "H", "H", "H", "H", "H", "C", "C", "C", "O", "H", "H", "H", "H", "H", "H", "H", "H", "C", "C", "C", "O", "H", "H", "H", "H", "H", "H", "H", "H", "C", "C", "C", "O", "H", "H", "H", "H", "H", "H", "H", "H", "C", "C", "C", "O", "H", "H", "H", "H", "H", "H", "H", "H", "C", "C", "C", "O", "H", "H", "H", "H", "H", "H", "H", "H", "C", "C", "O", "H", "H", "H", "H", "H", "H", "C", "C", "O", "H", "H", "H", "H", "H", "H", "C", "C", "O", "H", "H", "H", "H", "H", "H", "C", "C", "O", "H", "H", "H", "H", "H", "H", "C", "C", "O", "H", "H", "H", "H", "H", "H", "C", "C", "C", "O", "C", "N", "H", "H", "H", "H", "H", "H", "H", "H", "H", "H", "H", "C", "C", "C", "O", "C", "N", "H", "H", "H", "H", "H", "H", "H", "H", "H", "H", "H", "C", "C", "C", "O", "C", "N", "H", "H", "H", "H", "H", "H", "H", "H", "H", "H", "H", "C", "C", "C", "O", "C", "N", "H", "H", "H", "H", "H", "H", "H", "H", "H", "H", "H"],
  "coordinates": [[-4.004, -1.999, -6.899], [-3.189, -3.062, -6.140], [-2.847, -2.610, -4.761], [-3.904, -4.340, -6.058], [-3.453, -1.051, -6.960], [-4.937, -1.774, -6.394], [-4.276, -2.319, -7.910], [-2.218, -3.204, -6.686], [-2.166, -3.308, -4.283], [-3.689, -2.588, -4.071], [-2.390, -1.601, -4.760], [-3.914, -4.712, -6.959], [-1.668, -2.899, 3.788], [-2.458, -3.617, 4.930], [-3.540, -4.559, 4.457], [-1.661, -4.391, 5.784], [-2.321, -2.057, 3.490], [-1.441, -3.592, 2.932], [-0.803, -2.428, 4.261], [-2.912, -2.762, 5.477], [-3.096, -5.382, 3.880], [-4.348, -4.165, 3.818], [-3.967, -5.020, 5.356], [-1.020, -3.779, 6.145], [-3.835, 4.523, 3.798], [-2.553, 4.170, 3.092], [-1.218, 4.428, 3.857], [-2.607, 2.783, 2.763], [-3.933, 5.601, 3.771], [-3.954, 4.266, 4.825], [-4.676, 4.138, 3.221], [-2.450, 4.720, 2.133], [-1.257, 5.437, 4.224], [-0.402, 4.357, 3.155], [-1.100, 3.823, 4.737], [-1.818, 2.607, 2.142], [-4.161, -3.030, -0.980], [-3.898, -4.524, -0.742], [-3.791, -4.935, 0.668], [-4.855, -5.364, -1.364], [-4.971, -2.591, -0.413], [-4.357, -2.854, -2.048], [-3.258, -2.493, -0.682], [-2.913, -4.747, -1.215], [-3.723, -6.040, 0.676], [-4.656, -4.613, 1.243], [-2.885, -4.517, 1.120], [-4.783, -5.199, -2.309], [4.317, -0.093, 4.364], [5.828, -0.013, 4.412], [6.614, -1.132, 3.679], [6.129, 1.323, 3.843], [3.989, -1.091, 4.767], [3.891, -0.039, 3.349], [3.844, 0.686, 4.966], [6.122, 0.005, 5.459], [6.318, -1.312, 2.642], [6.439, -2.028, 4.276], [7.687, -0.967, 3.743], [7.015, 1.558, 4.166], [-4.911, -1.570, 2.434], [-4.469, -0.141, 2.295], [-5.558, 0.890, 2.550], [-3.465, 0.055, 3.236], [-5.192, -1.797, 3.473], [-4.156, -2.294, 2.136], [-5.817, -1.747, 1.789], [-3.985, 0.037, 1.308], [-6.319, 0.745, 1.769], [-5.140, 1.908, 2.612], [-5.916, 0.624, 3.538], [-3.320, 1.004, 3.381], [-4.454, 0.866, -4.420], [-3.062, 1.350, -4.906], [-2.991, 2.821, -5.255], [-1.991, 1.003, -4.051], [-4.414, -0.240, -4.414], [-5.180, 1.322, -5.097], [-4.619, 1.214, -3.412], [-2.946, 0.752, -5.824], [-3.641, 3.032, -6.112], [-1.954, 3.078, -5.468], [-3.280, 3.479, -4.448], [-2.084, 1.444, -3.195], [4.057, 1.041, 0.245], [3.452, 2.409, -0.028], [2.397, 2.712, 0.892], [4.476, 1.019, 1.259], [4.821, 0.993, -0.546], [3.329, 0.279, 0.044], [3.004, 2.410, -1.007], [4.228, 3.193, -0.038], [2.752, 2.916, 1.774], [-0.306, 1.151, 6.779], [-1.579, 0.555, 6.092], [-1.862, -0.604, 6.846], [-0.499, 1.428, 7.809], [-0.066, 2.046, 6.195], [0.519, 0.425, 6.751], [-1.453, 0.329, 5.034], [-2.374, 1.281, 6.205], [-2.557, -1.128, 6.452], [2.333, 4.964, 4.268], [3.405, 3.967, 4.554], [4.061, 3.621, 3.343], [2.864, 5.837, 3.856], [1.841, 5.276, 5.165], [1.583, 4.597, 3.582], [2.972, 3.033, 4.996], [4.139, 4.400, 5.285], [4.719, 2.945, 3.577], [-0.046, -4.366, -0.946], [1.455, -4.222, -0.860], [2.013, -5.129, 0.047], [-0.288, -5.308, -1.405], [-0.490, -3.686, -1.678], [-0.523, -4.305, 0.020], [1.698, -3.223, -0.422], [1.982, -4.216, -1.838], [2.951, -5.159, -0.153], [-4.469, 3.406, -0.717], [-3.010, 3.373, -1.141], [-2.428, 2.080, -1.385], [-4.581, 3.135, 0.349], [-5.067, 2.739, -1.352], [-4.872, 4.422, -0.862], [-2.394, 3.925, -0.415], [-2.891, 3.814, -2.118], [-2.614, 1.346, -0.728], [0.743, 3.906, -2.415], [1.631, 5.015, -1.871], [1.458, 6.318, -2.646], [1.669, 6.117, -4.034], [1.494, 7.327, -4.776], [1.296, 5.220, -0.437], [-0.325, 4.253, -2.401], [0.793, 2.995, -1.793], [0.938, 3.665, -3.481], [2.666, 4.797, -2.020], [2.087, 7.147, -2.331], [0.451, 6.656, -2.432], [1.699, 6.962, -5.818], [2.206, 8.079, -4.437], [0.445, 7.697, -4.634], [2.033, 5.827, -0.015], [1.430, 4.330, 0.026], [1.023, -3.630, -4.666], [2.026, -2.594, -4.209], [3.021, -2.384, -5.373], [4.031, -1.528, -5.057], [5.004, -1.414, -6.087], [1.355, -1.393, -3.794], [1.518, -4.607, -4.810], [0.667, -3.251, -5.645], [0.227, -3.722, -3.933], [2.619, -2.946, -3.340], [2.494, -1.969, -6.223], [3.386, -3.348, -5.692], [4.622, -0.795, -6.890], [5.251, -2.422, -6.475], [5.884, -0.943, -5.643], [2.039, -0.601, -3.803], [0.545, -1.158, -4.383], [4.012, -2.921, 1.320], [4.664, -3.129, -0.022], [6.050, -2.563, -0.178], [6.461, -2.836, -1.483], [6.176, -1.892, -2.488], [4.690, -4.585, -0.371], [4.622, -3.443, 2.055], [3.012, -3.403, 1.312], [3.998, -1.833, 1.574], [3.979, -2.661, -0.742], [6.680, -3.036, 0.567], [6.081, -1.487, 0.001], [5.122, -1.853, -2.731], [6.740, -2.228, -3.383], [6.432, -0.834, -2.241], [5.165, -5.000, 0.393], [5.166, -4.790, -1.245], [0.559, 0.424, 2.716], [0.034, 0.566, 1.287], [-1.048, -0.510, 1.020], [-1.616, -0.309, -0.266], [-0.784, -0.642, -1.384], [-0.540, 1.964, 1.200], [-0.269, 0.418, 3.413], [1.199, 1.276, 3.029], [1.185, -0.525, 2.818], [0.834, 0.451, 0.556], [-1.835, -0.448, 1.771], [-0.560, -1.509, 1.109], [-0.043, 0.131, -1.557], [-1.343, -0.673, -2.308], [-0.261, -1.600, -1.204], [0.221, 2.595, 1.243], [-0.946, 2.098, 0.287]]
}

Record 2
{
  "formula": "C5H11ClNSeYYb",
  "method": "ωB97M-V with the def2-TZVPD basis set",
  "molar_mass_g_mol": 461.51,
  "charge": -1,
  "largest_force_ev_per_a": 5.397,
  "total_energy_ha": -4310.406916,
  "relative_energy_kj_mol": 97.1,
  "multiplicity": 2,
  "symbols": ["Y", "Cl", "C", "H", "H", "H", "Yb", "C", "C", "C", "H", "H", "H", "H", "H", "H", "H", "H", "Se", "C", "N"],
  "coordinates": [[-0.616, 0.959, 2.367], [-0.839, 3.380, 2.106], [-2.593, 0.033, 1.954], [-2.692, -0.579, 2.864], [-2.706, -0.589, 1.049], [-3.303, 0.862, 1.982], [0.584, 0.675, -1.856], [2.749, 0.680, -2.679], [-0.684, -0.276, -3.551], [0.832, -1.278, -0.662], [-0.826, -1.329, -3.279], [-1.674, 0.183, -3.655], [-0.225, -0.261, -4.552], [3.214, -0.242, -2.315], [2.854, 0.671, -3.777], [3.349, 1.509, -2.278], [-0.077, -1.585, 0.003], [1.586, -1.267, 0.199], [0.751, -1.152, 6.697], [0.314, -0.411, 5.241], [0.003, 0.018, 4.143]]
}

Record 3
{
  "formula": "C16H31NOP2Pd",
  "method": "ωB97M-V with the def2-TZVPD basis set",
  "molar_mass_g_mol": 421.80,
  "charge": 2,
  "largest_force_ev_per_a": 3.953,
  "total_energy_ha": -1567.961012,
  "relative_energy_kj_mol": 167.8,
  "multiplicity": 5,
  "symbols": ["P", "P", "C", "C", "H", "H", "H", "H", "C", "H", "H", "H", "C", "H", "H", "H", "C", "H", "H", "H", "C", "H", "H", "H", "Pd", "C", "C", "C", "C", "C", "C", "C", "C", "C", "H", "H", "H", "H", "H", "H", "H", "H", "H", "H", "H", "H", "H", "H", "H", "O", "C", "N"],
  "coordinates": [[0.263, -2.861, -2.700], [-0.144, 2.791, -1.308], [0.654, 0.341, -2.841], [0.946, 1.673, -2.281], [0.209, 0.637, -3.910], [1.607, -0.191, -3.015], [1.885, 1.605, -1.708], [1.237, 2.232, -3.215], [-1.550, 3.348, -2.246], [-2.006, 4.059, -1.530], [-2.286, 2.558, -2.515], [-1.238, 3.887, -3.162], [0.961, 4.038, -0.727], [0.958, 4.925, -1.389], [1.994, 3.653, -0.611], [0.511, 4.282, 0.228], [-0.642, -4.256, -3.342], [-0.671, -5.235, -2.826], [-0.245, -4.464, -4.354], [-1.662, -3.849, -3.464], [2.065, -3.039, -3.041], [2.513, -2.060, -3.230], [2.220, -3.618, -3.952], [2.688, -3.499, -2.254], [-0.570, -0.852, -3.899], [0.234, 1.264, -5.925], [-1.084, 1.293, -5.607], [-2.181, 0.657, -6.370], [-1.786, -0.773, -6.824], [-1.085, -1.522, -5.730], [0.301, -1.696, -5.656], [1.329, -1.007, -6.566], [0.995, 0.477, -6.955], [0.031, -2.241, -1.133], [0.897, 2.026, -5.464], [-1.356, 2.094, -4.898], [-2.557, 1.232, -7.224], [-3.024, 0.591, -5.683], [-2.683, -1.349, -7.090], [-1.174, -0.709, -7.724], [-1.719, -2.123, -5.095], [0.739, -2.596, -5.156], [1.531, -1.572, -7.492], [2.306, -1.015, -6.052], [1.959, 1.000, -7.175], [0.465, 0.420, -7.914], [0.546, -1.237, -1.253], [0.512, -2.886, -0.330], [-0.991, -1.872, -0.857], [-0.479, 1.637, 2.389], [-0.604, 1.828, 1.241], [-0.818, 1.972, 0.038]]
}

Record 4
{
  "formula": "FNO4S",
  "method": "ωB97M-V with the def2-TZVPD basis set",
  "molar_mass_g_mol": 129.07,
  "largest_force_ev_per_a": 6.488,
  "total_energy_ha": -853.546019,
  "relative_energy_kj_mol": 294.9,
  "symbols": ["N", "O", "O", "O", "O", "F", "S"],
  "coordinates": [[-0.200, -0.568, -1.580], [-0.698, 1.221, 0.275], [0.318, 0.434, -1.386], [-0.242, -1.292, -0.569], [1.585, 0.415, 0.928], [-0.943, -0.454, 1.725], [0.180, 0.243, 0.607]]
}

Question: Which formula does entry 2 have?
Answer: C5H11ClNSeYYb